Below is an isolated molecule of CHN3O2, with properties calculated with ωB97M-V/def2-TZVPD.

Each line ends with the Löwdin charge.
CARTESIAN COORDINATES (ANGSTROEM)
O 1.884 -0.702 0.011  0.116
C 0.703 -0.499 -0.063  -0.544
N 0.062 0.701 0.281  0.096
N -1.241 0.659 0.053  0.005
N -1.581 -0.447 -0.370  0.112
O -0.317 -1.285 -0.463  0.052
H 0.490 1.573 0.549  0.163

Values from the calculation:
- highest occupied orbital energy (eV) = -11.11
- relative energy (zero: lowest compared OMol25 entry of this formula, charge and spin) (kJ/mol) = 91.3
- total charge = 0
- multiplicity = 1
- SMILES = O=c1[nH]nno1
- frontier orbital gap (eV) = 11.69

Below is an isolated molecule of CHN3O2, with properties calculated with ωB97M-V/def2-TZVPD.

Each line ends with the Löwdin charge.
CARTESIAN COORDINATES (ANGSTROEM)
O 1.914 -0.641 0.044  0.103
C 0.720 -0.532 -0.067  -0.570
N 0.040 0.690 0.300  0.095
N -1.244 0.648 0.044  -0.024
N -1.649 -0.404 -0.390  0.188
O -0.235 -1.337 -0.484  0.048
H 0.454 1.575 0.553  0.160

Values from the calculation:
- highest occupied orbital energy (eV) = -11.15
- relative energy (zero: lowest compared OMol25 entry of this formula, charge and spin) (kJ/mol) = 122.4
- total charge = 0
- multiplicity = 1
- SMILES = O=c1[nH]nno1
- frontier orbital gap (eV) = 11.19

Below is a 2-piece molecular cluster, CHN3O3 overall, with properties calculated with ωB97M-V/def2-TZVPD.

Each line ends with the Löwdin charge.
CARTESIAN COORDINATES (ANGSTROEM)
C 1.936 -0.071 -1.549  -0.369
N 3.090 -0.061 -1.850  0.269
N 0.736 -0.091 -1.293  0.269
N -0.225 -0.401 1.756  -0.463
O -0.867 0.250 0.728  0.093
O -0.963 -0.622 2.680  0.123
O 0.955 -0.586 1.634  0.093
H -0.387 -0.103 0.000  -0.014

Values from the calculation:
- highest occupied orbital energy (spin up / spin down) (eV) = -11.69 / -11.72
- relative energy (zero: lowest compared OMol25 entry of this formula, charge and spin) (kJ/mol) = 374.8
- total charge = 0
- multiplicity = 1
- frontier orbital gap (spin up / spin down) (eV) = 7.60 / 7.63